Here is a cluster of 7 separate species, C30H78ClN6O13 in total at a distorted geometry from OMol25. Energies are from ωB97M-V/def2-TZVPD.

Last column: Löwdin charge in e.
Positions of all 128 atoms, in Å:
Cl1 -20.23 6.85 26.02  0.528
O1 -20.73 5.66 25.45  -0.380
O2 -19.47 7.56 25.04  -0.397
O3 -21.38 7.56 26.38  -0.383
O4 -19.35 6.64 27.10  -0.369
C1 -18.40 3.58 21.07  -0.097
O5 -19.10 2.87 20.04  -0.182
C2 -18.59 1.59 19.91  -0.235
C3 -19.29 0.70 18.82  -0.224
N1 -20.69 1.01 18.76  -0.039
C4 -21.44 0.17 17.72  -0.189
C5 -22.82 0.12 18.15  -0.218
O6 -23.14 1.30 18.96  -0.186
C6 -24.48 1.42 19.32  -0.135
H1 -18.32 3.18 22.08  0.090
H2 -18.81 4.59 21.15  0.090
H3 -17.44 3.90 20.67  0.079
H4 -18.65 1.13 20.90  0.113
H5 -17.57 1.75 19.56  0.111
H6 -19.08 -0.36 18.99  0.100
H7 -18.83 0.81 17.84  0.108
H8 -21.01 0.70 19.66  0.104
H9 -21.05 -0.83 17.58  0.112
H10 -21.41 0.74 16.78  0.119
H11 -22.96 -0.85 18.64  0.119
H12 -23.56 0.19 17.36  0.115
H13 -24.73 0.78 20.16  0.077
H14 -25.10 1.04 18.51  0.072
H15 -24.88 2.42 19.53  0.090
C7 -25.96 -0.13 24.20  -0.144
O7 -24.72 -0.70 24.12  -0.209
C8 -23.58 0.13 23.90  -0.176
C9 -22.34 -0.74 23.69  -0.216
N2 -22.33 -1.53 22.49  -0.068
C10 -21.41 -2.64 22.44  -0.199
C11 -22.21 -3.70 21.65  -0.185
O8 -23.58 -4.02 22.08  -0.197
C12 -23.62 -4.43 23.39  -0.136
H16 -25.96 0.66 24.96  0.089
H17 -26.70 -0.83 24.57  0.083
H18 -26.31 0.15 23.21  0.087
H19 -23.50 0.75 24.79  0.129
H20 -23.71 0.70 22.98  0.122
H21 -22.31 -1.42 24.54  0.113
H22 -21.51 -0.05 23.62  0.125
H23 -23.24 -1.96 22.57  0.080
H24 -21.29 -3.02 23.45  0.093
H25 -20.45 -2.36 21.99  0.120
H26 -21.59 -4.60 21.61  0.109
H27 -22.23 -3.47 20.59  0.114
H28 -22.97 -3.98 24.13  0.084
H29 -23.33 -5.47 23.19  0.091
H30 -24.68 -4.42 23.66  0.098
C13 -26.08 9.65 16.64  -0.053
O9 -25.02 10.52 17.27  -0.221
C14 -25.21 10.83 18.69  -0.181
C15 -23.79 11.34 19.18  -0.222
N3 -23.01 10.10 19.25  -0.049
C16 -21.85 10.41 20.16  -0.182
C17 -20.88 11.55 19.64  -0.242
O10 -20.62 11.01 18.41  -0.199
C18 -19.57 11.62 17.68  -0.088
H31 -26.63 9.05 17.36  0.069
H32 -25.73 8.92 15.91  0.074
H33 -26.69 10.47 16.26  0.076
H34 -25.46 9.90 19.19  0.108
H35 -25.90 11.66 18.89  0.105
H36 -23.75 11.79 20.17  0.103
H37 -23.41 12.17 18.58  0.111
H38 -23.58 9.58 19.90  0.092
H39 -21.18 9.55 20.23  0.113
H40 -22.20 10.51 21.18  0.111
H41 -20.02 11.54 20.31  0.122
H42 -21.41 12.50 19.62  0.107
H43 -19.21 11.12 16.77  0.082
H44 -18.73 11.82 18.35  0.083
H45 -19.98 12.53 17.26  0.080
C19 -17.66 1.15 26.43  -0.085
C20 -17.25 -0.22 26.81  -0.482
C21 -15.77 -0.53 26.34  -0.155
O11 -15.71 -0.53 24.92  -0.198
C22 -15.20 -1.62 24.22  -0.118
N4 -17.36 -0.28 28.21  0.021
H46 -16.91 1.90 26.68  0.091
H47 -18.64 1.31 26.86  0.089
H48 -17.71 1.20 25.34  0.077
H49 -18.08 -0.81 26.41  0.132
H50 -15.44 -1.49 26.75  0.120
H51 -15.19 0.31 26.74  0.122
H52 -14.24 -2.00 24.59  0.080
H53 -15.16 -1.29 23.18  0.092
H54 -15.87 -2.47 24.38  0.082
H55 -17.91 0.46 28.63  0.071
H56 -16.41 -0.09 28.49  0.060
C23 -28.66 9.00 23.72  -0.075
C24 -27.37 9.11 24.59  -0.380
C25 -27.45 8.30 25.89  -0.135
O12 -27.81 6.84 25.62  -0.217
C26 -27.84 6.05 26.76  -0.158
N5 -26.18 8.59 23.80  0.045
H57 -28.55 9.55 22.78  0.064
H58 -29.59 9.33 24.18  0.066
H59 -28.94 8.01 23.36  0.067
H60 -27.26 10.15 24.92  0.128
H61 -28.18 8.64 26.63  0.113
H62 -26.47 8.28 26.36  0.115
H63 -28.40 6.45 27.61  0.077
H64 -26.78 5.91 26.97  0.092
H65 -28.33 5.07 26.71  0.080
H66 -25.41 8.74 24.43  0.062
H67 -26.42 7.61 23.77  0.057
C27 -20.38 12.25 31.78  -0.063
C28 -20.76 11.64 30.40  -0.411
C29 -19.75 12.00 29.29  -0.201
O13 -18.41 11.59 29.53  -0.170
C30 -17.72 11.46 28.34  -0.153
N6 -20.96 10.20 30.62  0.028
H68 -20.80 13.25 31.79  0.066
H69 -19.30 12.41 31.84  0.066
H70 -20.72 11.57 32.56  0.070
H71 -21.71 12.09 30.10  0.125
H72 -19.68 13.08 29.31  0.117
H73 -20.13 11.69 28.31  0.124
H74 -18.06 10.63 27.73  0.093
H75 -16.66 11.20 28.43  0.083
H76 -17.70 12.31 27.65  0.083
H77 -21.23 9.69 29.80  0.073
H78 -20.17 9.71 31.01  0.072

Kohn-Sham gap = 7.683 eV
Total charge = -1
Strongest force on any atom = 0.0857 hartree/bohr
DFT total energy = -80438.1025 eV
M = 766.44 g/mol